1.
DFT (ωB97M-V/def2-TZVPD) results for 6 unconnected molecules or ions with the total composition C39H45F41NO12P.

SMILES: CCOC[C@H]1C(=O)O[C@@](CCC(N)=O)([C@@H](F)CC)[C@@H]1CP(=O)(O)O.FC(F)C(F)(F)COC(F)(F)C(F)F.FC(F)C(F)(F)COC(F)(F)C(F)F.FC(F)C(F)(F)COC(F)(F)C(F)F.FC(F)C(F)(F)COC(F)(F)C(F)F.FC(F)C(F)(F)COC(F)(F)C(F)F
E_LUMO, Eh: -0.0120
E_HOMO, eV: -10.17
DFT total energy, eV: -187937.2567
Frontier orbital gap, hartree: 0.3618

The geometry in XYZ format:
```
139
Properties=species:S:1:pos:R:3:forces:R:3
C -0.2112 -2.9310 -0.0013 0.778 0.856 -0.161
C -0.7275 -1.3890 -0.1147 0.515 -2.075 0.861
O -0.9527 -1.0578 -1.5048 0.886 1.190 1.044
C -0.0781 0.0079 -1.9733 -0.476 -0.275 -1.200
C 1.2524 -0.6770 -2.5450 0.612 0.813 0.824
C 1.4731 -0.7195 -4.1409 -0.561 -0.747 -0.480
O 0.6691 -0.5414 -5.0643 2.975 -0.581 3.130
O 2.8613 -1.0379 -4.3181 -2.564 0.242 0.588
C 3.5750 -1.0854 -3.0257 1.361 -0.583 -1.472
C 3.7417 -2.6081 -2.5537 -1.014 -0.245 1.189
C 2.7494 -3.6467 -3.2481 0.453 -1.034 0.044
C 3.1941 -4.1213 -4.7038 1.429 0.307 -2.091
N 2.0917 -4.4593 -5.6337 0.843 1.598 2.196
O 4.3805 -4.1855 -5.1124 -3.633 0.282 1.788
C 5.0609 -0.6806 -3.4731 0.287 1.812 0.062
F 4.9119 0.3692 -4.4822 0.336 -1.096 1.464
C 5.9765 -0.0533 -2.3284 0.936 -0.237 -0.239
C 6.6208 -1.1119 -1.3082 0.049 0.653 0.812
C 2.6923 -0.0728 -2.1700 0.380 0.140 -0.511
C 3.0464 0.2264 -0.6358 -0.471 -0.527 -0.831
P 2.9797 2.1072 -0.3525 0.571 2.365 4.390
O 3.0202 2.4456 1.1536 -0.397 -1.070 -4.266
O 4.3237 2.9200 -1.0421 -2.821 -1.891 -0.692
O 1.5922 2.8220 -1.0803 2.965 -1.943 -0.453
H -0.6706 -3.6074 -0.7926 0.295 0.929 1.207
H 0.9271 -2.9303 -0.2000 -1.619 -0.149 0.330
H -0.3718 -3.3138 1.0612 0.107 0.369 -1.522
H -1.6792 -1.3329 0.5114 1.077 0.321 -1.116
H 0.0943 -0.7661 0.3881 -1.334 -0.474 -0.826
H -0.6429 0.4956 -2.8525 0.911 -0.598 1.406
H 0.0863 0.7618 -1.1379 0.034 -0.887 -1.156
H 1.2524 -1.6896 -2.0245 -0.062 0.970 -1.256
H 3.5045 -2.6341 -1.4236 0.316 -0.045 -1.559
H 4.8193 -2.9944 -2.6372 -1.705 0.702 -0.207
H 2.7572 -4.5877 -2.5888 0.092 1.611 -1.067
H 1.6634 -3.3171 -3.3076 1.472 -0.244 0.213
H 2.2265 -3.9867 -6.5361 0.238 -0.553 0.434
H 1.2096 -4.1035 -5.2218 0.668 -0.461 -0.530
H 5.6272 -1.5243 -4.0037 -1.193 1.052 0.772
H 5.4862 0.7647 -1.7100 0.278 -1.059 -1.134
H 6.8617 0.4516 -2.8684 -1.495 -0.722 0.711
H 6.7108 -0.5744 -0.2915 -0.046 -0.891 -1.488
H 7.6826 -1.3931 -1.6055 -1.527 0.157 0.246
H 5.9965 -2.0413 -1.1141 0.828 1.163 -0.404
H 2.7963 0.9147 -2.7413 0.007 -1.207 0.505
H 2.2632 -0.2648 0.0321 0.935 0.959 -0.681
H 4.0584 -0.2138 -0.3044 -1.459 1.035 -0.573
H 4.1880 2.9393 -2.0233 0.548 0.203 0.843
H 1.7330 2.6832 -2.0536 -0.645 0.395 0.865
C -0.3243 5.0241 1.0608 0.865 -0.201 -0.014
C -1.6759 4.3444 1.3718 0.628 0.382 0.805
C -2.8506 4.7245 0.4678 -0.513 -0.203 -0.375
F -3.1499 6.0333 0.5187 0.012 -0.094 0.064
F -3.9743 4.0617 0.8557 0.108 -0.243 0.151
F -1.9790 4.5469 2.6763 -0.244 0.025 -0.229
F -1.4783 2.9982 1.2378 -0.176 0.120 -0.426
O 0.0262 6.1826 1.8347 -1.500 0.555 -0.452
C -0.5077 7.4135 1.3974 1.344 -1.315 -0.585
C -1.4877 8.0256 2.4049 -0.411 0.306 0.548
F -2.5115 7.1900 2.6817 0.260 -0.047 -0.057
F -2.0348 9.1634 1.9118 0.307 -0.075 -0.229
F -1.0384 7.2623 0.1688 -0.207 0.527 0.161
F 0.5492 8.2436 1.2429 -0.374 0.192 0.398
H 0.4445 4.2914 1.3199 -0.149 0.051 0.175
H -0.1875 5.1968 -0.0101 -0.252 0.069 0.141
H -2.6493 4.4555 -0.5726 0.155 -0.069 0.046
H -0.9830 8.2610 3.3442 0.208 -0.048 -0.116
C 6.4238 8.4096 -0.2707 0.435 0.052 0.654
C 6.3740 8.3352 -1.8130 0.210 -0.842 0.469
C 5.2034 9.0530 -2.4895 -0.211 0.440 -0.700
F 4.0055 8.5656 -2.1220 0.083 -0.088 0.089
F 5.2777 8.9031 -3.8374 0.319 -0.068 0.109
F 6.4345 7.0361 -2.1910 -0.212 0.189 -0.096
F 7.5249 8.9121 -2.2705 -0.316 0.334 0.038
O 5.8931 7.2964 0.4633 -1.185 0.136 -0.792
C 4.4998 7.2662 0.6922 1.353 1.057 0.511
C 3.8092 6.0939 -0.0137 -0.157 -0.831 -0.190
F 4.0250 6.1156 -1.3480 0.153 0.129 0.102
F 2.4675 6.1415 0.1623 0.095 0.292 0.234
F 3.9679 8.4627 0.3765 -0.394 -0.300 0.004
F 4.3450 7.1337 2.0290 -0.166 -0.394 -0.319
H 7.4841 8.4129 -0.0071 -0.082 -0.199 -0.179
H 6.0429 9.3613 0.1099 -0.206 -0.139 -0.246
H 5.2229 10.1246 -2.2732 0.140 -0.018 0.119
H 4.1730 5.1380 0.3694 0.099 0.116 0.180
C -6.3848 2.3663 2.2908 0.676 0.097 0.312
C -7.2140 1.6683 1.1903 0.135 -0.478 0.856
C -8.2267 2.5426 0.4470 -0.340 0.123 -0.774
F -9.1676 3.0600 1.2562 0.077 -0.071 0.099
F -8.8882 1.8061 -0.4832 0.278 -0.186 0.059
F -7.8104 0.5730 1.7193 -0.152 0.191 -0.155
F -6.3233 1.1996 0.2663 -0.121 0.419 -0.129
O -6.8406 2.2246 3.6457 -1.338 0.432 -0.383
C -7.8476 3.1057 4.0952 1.835 0.114 -0.637
C -9.1581 2.3853 4.4327 -0.626 -0.410 0.196
F -9.6370 1.6928 3.3780 0.272 0.075 0.058
F -10.1178 3.2749 4.7842 0.356 0.197 0.024
F -8.0054 4.1007 3.2026 -0.438 -0.002 0.307
F -7.3599 3.6877 5.2153 -0.431 -0.307 0.095
H -5.4101 1.8728 2.2899 -0.213 -0.142 0.005
H -6.1641 3.4084 2.0455 -0.311 -0.101 -0.041
H -7.7274 3.3641 -0.0739 0.170 -0.041 0.081
H -9.0149 1.6841 5.2576 0.216 0.101 0.035
C 0.3479 -9.5854 -1.5839 -0.385 -0.687 -0.099
C 0.3489 -8.1182 -2.0619 -0.727 -0.190 0.601
C 1.7233 -7.4630 -2.2104 0.452 0.311 -0.405
F 2.4064 -7.4170 -1.0536 -0.039 0.057 -0.089
F 1.5913 -6.1732 -2.6201 -0.559 -0.377 -0.089
F -0.4539 -7.3916 -1.2485 0.283 0.082 -0.096
F -0.2495 -8.1005 -3.2893 0.475 -0.063 -0.061
O 0.1323 -9.8048 -0.1837 1.113 0.870 0.243
C 1.2592 -9.6971 0.6587 -0.553 -1.100 -1.292
C 1.1517 -8.5203 1.6346 -0.141 0.704 0.543
F 0.9790 -7.3474 0.9843 -0.099 -0.349 0.051
F 2.2836 -8.3955 2.3684 0.016 -0.391 -0.194
F 2.3776 -9.6604 -0.0900 0.153 0.081 0.513
F 1.3189 -10.8549 1.3556 -0.105 0.448 0.283
H -0.5126 -10.0588 -2.0624 -0.058 0.256 0.131
H 1.2104 -10.1452 -1.9557 0.071 0.312 0.131
H 2.3323 -7.9868 -2.9520 -0.139 -0.102 -0.044
H 0.3099 -8.6526 2.3176 -0.031 -0.215 -0.099
C -5.1716 -4.8049 2.2879 -0.732 0.207 -0.286
C -3.6715 -5.0048 1.9777 -0.293 0.895 0.089
C -2.9859 -6.1554 2.7215 0.590 -0.566 -0.039
F -3.0158 -6.0048 4.0570 -0.079 0.113 -0.031
F -1.6720 -6.2346 2.3851 -0.089 0.193 -0.338
F -3.0243 -3.8303 2.1717 0.128 -0.267 0.159
F -3.5764 -5.2638 0.6401 -0.043 -0.420 0.249
O -5.5196 -3.8049 3.2574 0.958 -0.630 0.906
C -5.4738 -4.1684 4.6208 -0.999 -0.466 -1.536
C -4.4035 -3.3987 5.4036 0.510 0.469 0.386
F -3.1734 -3.5704 4.8743 -0.243 -0.036 -0.151
F -4.3415 -3.8334 6.6851 -0.351 -0.144 -0.166
F -5.3480 -5.5049 4.7256 0.115 0.191 0.471
F -6.6927 -3.8711 5.1261 0.409 0.280 0.200
H -5.6204 -4.4367 1.3624 0.228 0.135 0.085
H -5.6830 -5.7512 2.4841 0.301 0.028 0.169
H -3.4494 -7.1131 2.4691 -0.145 0.085 -0.108
H -4.6204 -2.3285 5.4092 -0.218 -0.054 -0.096
```
Forces are in eV/Å.

Löwdin atomic charge list, values in e, 4 entries:
1 C -0.0750
2 C -0.2320
3 O -0.1808
4 C -0.1280

***

2.
DFT (ωB97M-V/def2-TZVPD) results for a molecular structure, C39H45GeI2N9O4PSSbSe4Yb.

E_LUMO, Eh: -0.2038
E_HOMO, eV: -11.14
Charge: +2
DFT total energy, eV: -455050.6615
Energy above the lowest of the compared OMol25 structures with the same formula, charge and spin, kJ/mol: 298.2
Frontier orbital gap, hartree: 0.2057

The geometry in XYZ format:
```
108
Properties=species:S:1:pos:R:3:forces:R:3
Yb 13.3091 11.1506 11.7595 -0.065 -1.236 0.101
C 15.3765 10.7402 17.0811 -0.947 -0.202 -0.901
N 15.1907 11.0653 15.6268 0.374 -0.167 1.106
C 14.5498 12.2120 15.2478 0.547 -0.964 -0.973
C 14.4569 12.0911 13.8679 0.538 0.318 1.705
N 14.9959 10.9118 13.4453 0.073 0.714 0.221
C 15.4621 10.3010 14.5120 0.167 -0.225 0.235
P 15.8560 8.4798 14.6358 -0.179 0.500 0.743
C 16.9772 7.6168 13.4225 -1.464 0.499 0.526
N 17.9814 8.0058 12.6572 0.391 -0.097 -0.146
C 18.6018 6.8504 12.1919 0.145 0.451 -0.415
C 17.9017 5.7878 12.6009 -0.860 -0.454 0.948
N 16.8623 6.2584 13.4272 1.621 -0.028 -0.679
C 16.0185 5.3734 14.2639 1.395 1.399 0.776
C 14.2450 8.0598 13.9804 -0.349 0.437 -0.881
N 13.6862 8.5030 12.8427 -0.989 -0.217 0.422
C 12.3362 8.1761 12.9454 2.084 -0.414 0.825
C 12.1284 7.5726 14.1460 -0.249 0.163 -0.696
N 13.3072 7.5123 14.7752 0.100 -0.331 0.325
C 13.4372 6.7994 16.0320 0.034 0.355 0.208
H 15.5676 11.6573 17.6317 0.251 -0.072 -0.111
H 16.1508 9.9973 17.1902 0.324 0.029 0.090
H 14.4264 10.3216 17.4479 0.319 0.119 -0.071
H 14.2642 12.9562 15.9831 -0.102 -0.100 -0.318
H 14.1106 12.8575 13.2054 -0.094 0.323 -0.196
H 19.4882 6.9373 11.5842 -0.120 -0.259 -0.069
H 17.9911 4.7295 12.4234 0.230 0.057 0.000
H 16.2989 4.3417 14.2008 0.387 -0.372 -0.425
H 15.0408 5.5272 13.9431 -1.840 -0.094 -0.411
H 16.1173 5.6780 15.3204 0.034 -0.078 -0.456
H 11.6235 8.3411 12.1983 -0.767 0.347 -1.050
H 11.2594 7.2115 14.6170 -0.902 -0.263 0.263
H 12.4341 6.4105 16.1977 0.227 0.070 0.673
H 13.8068 7.4675 16.8322 -0.384 -0.506 -0.317
H 14.0993 5.9596 15.8840 0.155 -0.152 0.274
I 11.5914 12.4984 9.6532 -0.248 0.097 -0.121
C 11.2978 13.7666 11.3407 -0.166 0.623 0.281
I 13.0062 14.9231 11.9509 -0.372 -0.161 -0.306
H 10.9631 13.1946 12.2180 0.069 0.001 -0.464
H 10.5591 14.4951 11.0206 -0.022 -0.099 0.120
C 7.4974 7.6972 7.3607 0.289 0.321 -0.795
C 8.6988 6.7479 7.2523 -0.361 0.329 -0.599
S 10.2353 7.6459 7.3967 0.774 -0.373 -0.221
O 10.2455 8.4633 8.5872 -0.142 0.056 0.139
O 10.5933 8.2389 6.1372 -0.231 0.197 -0.203
C 11.4215 6.3200 7.6777 -0.380 -0.272 -0.907
C 12.8732 6.5746 7.2958 0.389 -0.431 0.137
N 13.3909 7.9344 7.5743 -0.683 -1.409 0.073
C 13.6390 8.3992 8.8206 0.049 -0.722 -0.461
N 13.8531 9.7005 8.7995 -0.087 -0.277 1.737
C 13.6746 10.0752 7.5241 0.004 2.433 -1.281
C 13.3702 9.0188 6.7400 0.246 -0.304 -0.119
N 13.1741 8.9235 5.3141 -0.727 0.223 -0.942
O 12.7093 9.8908 4.7429 0.519 -0.110 0.676
O 13.4445 7.8684 4.7589 0.219 0.184 0.514
C 13.6793 7.4696 9.9738 0.381 0.175 0.612
H 6.5586 7.1436 7.4859 0.343 0.178 -0.102
H 7.4367 8.3853 6.4863 -0.039 -0.763 0.405
H 7.6690 8.3457 8.1946 -0.221 0.291 0.769
H 8.7167 6.2591 6.2638 0.184 0.018 0.465
H 8.7264 6.0162 8.0551 -0.121 -0.142 0.065
H 11.0613 5.4450 7.0776 0.322 0.578 0.747
H 11.4185 6.1462 8.7237 -0.618 -0.549 0.960
H 12.9945 6.3735 6.2491 0.295 0.115 -0.357
H 13.4456 5.7922 7.8664 -0.141 1.037 -0.568
H 13.7747 11.1298 7.2213 -0.028 -0.806 0.041
H 14.4182 6.6605 9.8309 -0.207 0.350 0.009
H 12.7152 6.9990 10.1858 0.015 0.103 -0.161
H 13.9426 8.0397 10.8780 0.081 -0.407 -0.528
C 16.4136 13.5847 10.7288 -0.139 0.019 -0.499
C 17.6762 13.5743 11.2893 0.214 0.776 0.125
C 18.2298 12.3754 11.7221 0.185 -0.113 0.063
C 17.5363 11.1833 11.5638 0.095 -0.606 0.441
C 16.2563 11.1647 10.9872 0.674 0.472 -0.355
C 15.7267 12.3826 10.5662 0.500 -0.797 0.072
Ge 18.6932 9.6261 11.6669 0.104 -0.515 -0.305
C 18.6920 8.8395 9.9066 -0.108 0.753 -0.111
C 19.7846 8.7472 9.0581 -0.259 -0.595 -0.245
C 19.6436 8.1219 7.8182 1.120 -0.270 -0.904
C 18.4226 7.6506 7.3883 -0.590 -0.688 -0.340
C 17.3111 7.8154 8.2332 0.685 -0.622 -1.582
C 17.4478 8.4431 9.4317 -0.384 -0.662 0.705
C 20.4404 9.7519 12.4357 1.696 1.237 0.913
C 21.6501 9.9318 11.7000 -0.948 -0.278 -0.099
C 22.8442 10.2491 12.3278 0.476 0.060 -0.378
C 22.8922 10.5658 13.6700 -0.065 -0.189 0.094
C 21.7477 10.4082 14.4254 -0.138 -0.216 0.244
C 20.5720 9.9809 13.8324 -0.489 -0.427 -0.518
H 15.9646 14.4716 10.2722 0.356 -0.137 0.376
H 18.2789 14.4877 11.3404 -0.366 -0.315 0.055
H 19.2490 12.3526 12.1270 -0.394 0.132 -0.133
H 15.7516 10.2183 10.7555 0.181 0.430 0.042
H 14.8866 12.3513 9.9074 -0.850 0.168 -0.296
H 20.7583 9.0667 9.3618 0.223 0.029 -0.018
H 20.5325 7.9209 7.1750 -0.728 0.446 0.665
H 18.3208 7.0651 6.4333 0.163 0.834 1.097
H 16.4004 7.3420 7.9186 -0.553 0.172 0.035
H 16.5749 8.4365 10.0719 -0.086 0.216 0.184
H 21.6911 9.8273 10.6169 -0.085 -0.013 0.453
H 23.7663 10.2397 11.7482 -0.266 0.234 0.014
H 23.8033 10.8892 14.1506 0.140 -0.050 -0.096
H 21.8002 10.5549 15.4980 -0.159 0.070 -0.068
H 19.7382 9.7553 14.4861 -0.223 0.201 0.028
Se 11.7165 13.5114 18.2011 -0.897 -1.385 -0.493
Sb 10.4007 11.6162 17.3456 1.465 -0.217 1.817
Se 9.7193 11.8998 15.0265 -3.124 3.384 1.277
Se 9.9428 9.4038 18.1615 0.360 1.060 -0.265
Se 10.8541 10.7773 13.6471 2.745 -2.638 -2.942
```
Forces are in eV/Å.

Löwdin atomic charge list, values in e, 4 entries:
1 Yb 0.9671
2 C 0.0180
3 N -0.0903
4 C 0.0070